{
  "formula": "C41H89F3N7O7SSn2",
  "method": "ωB97M-V with the def2-TZVPD basis set",
  "e_lumo_ev": -11.11,
  "charge": 3,
  "gap_ev": 1.1,
  "homo_ev": -12.213,
  "energy_ha": -3650.3762,
  "species": ["H", "H", "H", "C", "C", "C", "H", "H", "C", "H", "H", "C", "C", "C", "O", "H", "H", "N", "H", "Sn", "H", "H", "H", "H", "H", "H", "H", "H", "C", "H", "H", "H", "C", "N", "H", "H", "C", "C", "C", "H", "H", "H", "H", "H", "O", "H", "H", "H", "N", "H", "C", "C", "F", "H", "H", "H", "H", "H", "O", "C", "H", "C", "C", "H", "H", "H", "C", "C", "H", "H", "H", "C", "H", "H", "H", "H", "C", "C", "H", "N", "C", "H", "H", "C", "H", "H", "C", "H", "C", "N", "H", "H", "H", "S", "C", "C", "C", "H", "C", "H", "H", "H", "H", "H", "O", "H", "H", "H", "C", "H", "H", "F", "C", "N", "C", "C", "H", "H", "O", "H", "H", "H", "O", "H", "H", "C", "C", "H", "H", "C", "H", "H", "N", "Sn", "H", "H", "H", "H", "O", "H", "C", "H", "H", "H", "C", "H", "C", "H", "C", "F"],
  "positions_angstrom": [[35.3677, 39.5821, -19.2319], [36.2700, 33.2601, -33.6276], [32.9021, 36.3746, -32.1677], [33.7474, 39.6886, -20.7492], [35.8659, 30.2183, -18.7052], [28.7457, 32.4948, -21.3852], [36.1448, 30.2312, -29.0958], [32.0472, 37.5347, -19.2247], [35.0981, 38.6656, -30.7779], [34.2261, 35.6827, -31.2800], [33.4004, 25.7364, -26.6550], [40.0180, 35.2912, -18.0147], [36.3923, 29.7772, -15.7448], [31.6877, 24.7708, -27.7660], [27.9554, 31.7849, -22.0092], [37.1781, 31.7588, -30.1423], [36.4163, 30.1657, -33.4538], [32.6191, 40.0811, -19.8579], [32.0320, 28.4145, -23.1635], [27.2389, 33.5812, -26.5031], [31.3715, 23.1788, -24.7625], [34.8032, 28.2164, -15.9779], [33.5651, 37.1827, -29.4235], [34.8770, 31.1148, -33.4380], [31.4724, 24.2493, -23.3870], [33.8006, 37.6260, -18.8477], [37.5944, 38.5363, -31.6743], [34.1703, 29.8472, -17.5031], [35.6298, 28.5380, -15.3443], [29.1444, 35.8679, -31.2855], [29.9501, 34.6552, -32.2345], [32.3279, 34.1756, -31.6010], [33.4028, 43.7101, -27.5262], [35.5413, 30.8796, -16.2766], [32.6797, 37.5738, -17.5746], [33.7322, 44.6607, -27.9189], [32.7717, 39.4791, -18.5230], [33.8130, 34.0370, -24.0001], [35.1580, 40.0113, -20.2117], [39.8989, 36.6414, -19.7608], [35.4746, 29.2108, -31.3400], [33.1456, 38.7513, -31.8241], [33.0814, 27.2846, -25.1681], [35.4663, 39.6126, -31.1725], [35.6542, 37.5776, -31.5385], [29.6766, 25.8849, -24.5734], [31.9624, 39.8870, -17.9173], [34.3987, 29.9070, -29.0415], [33.0590, 37.2723, -30.2930], [33.1378, 39.4456, -30.2820], [35.2605, 31.9157, -14.0362], [38.0883, 35.4727, -19.1789], [35.0562, 34.4763, -23.8755], [37.0377, 29.5855, -16.6020], [41.0599, 35.4184, -17.7605], [32.7071, 34.4580, -29.8983], [33.2830, 42.2116, -21.6116], [36.5332, 31.0226, -19.0147], [31.6359, 34.6924, -25.6469], [38.4361, 30.4909, -31.3173], [29.9847, 23.3947, -23.9484], [30.8524, 23.9847, -24.2436], [33.5833, 38.6184, -30.8347], [36.3558, 27.7300, -15.2541], [36.0712, 32.5903, -14.3114], [36.3166, 32.0726, -34.9716], [32.3193, 42.2236, -21.1025], [32.4682, 25.2088, -26.4529], [34.5478, 32.5053, -13.4596], [35.8737, 39.5941, -20.9201], [35.2019, 31.5370, -29.3832], [39.0657, 34.3967, -17.4749], [29.7536, 24.9118, -25.9108], [37.0575, 34.0624, -17.9181], [29.0172, 32.6906, -19.3313], [33.6212, 40.0348, -21.7750], [36.5754, 32.2581, -33.9292], [34.2450, 42.6682, -27.0784], [32.7362, 26.3222, -23.8372], [31.5030, 25.9887, -25.6101], [33.4144, 41.6539, -26.6262], [35.3162, 29.9900, -19.6182], [30.4453, 27.7434, -23.5182], [34.5643, 31.3373, -15.2837], [37.5520, 36.8915, -32.1977], [38.9246, 30.6398, -32.2802], [32.2298, 26.8462, -24.6478], [35.6372, 31.2328, -13.2748], [35.1919, 30.2365, -31.1033], [37.8849, 34.5940, -18.1483], [33.6028, 39.8275, -17.9098], [37.6568, 32.3515, -33.8298], [31.6051, 41.6661, -21.7086], [32.7981, 35.3835, -24.9730], [37.1046, 37.5816, -31.4823], [29.3198, 31.9247, -20.0455], [35.1838, 30.4609, -29.5562], [31.4988, 41.7221, -19.1104], [37.3616, 31.5393, -31.1941], [32.3375, 24.1928, -28.4230], [37.2688, 35.6520, -19.8591], [33.5445, 40.7027, -26.1316], [35.3101, 42.7390, -26.9147], [30.8953, 24.0448, -27.5840], [30.9090, 35.3055, -30.5150], [33.7831, 38.5994, -20.7661], [30.4716, 36.3977, -32.1723], [33.8299, 30.6073, -14.9433], [35.9322, 31.0988, -33.1654], [31.8996, 43.2261, -21.0191], [28.8715, 30.9534, -19.8366], [33.8220, 32.8774, -24.6676], [34.9139, 30.6409, -17.5751], [32.1149, 42.1136, -26.7568], [31.3950, 28.0387, -23.9642], [32.1019, 43.3422, -27.3336], [34.0330, 32.1210, -15.8238], [37.0297, 30.1745, -14.9549], [33.7314, 35.9485, -25.9107], [39.0609, 33.6663, -16.6794], [35.4169, 38.7130, -29.7366], [31.3364, 41.5079, -26.5396], [32.3526, 36.3690, -23.9953], [30.4050, 31.8241, -20.0274], [35.3865, 41.0738, -20.1280], [33.1901, 36.0072, -31.1827], [32.2677, 34.9027, -30.7912], [34.1826, 30.4063, -31.4782], [36.4033, 29.2888, -18.5170], [30.1289, 35.5298, -31.6089], [35.2005, 28.7025, -14.3560], [34.3828, 31.5229, -17.9331], [36.0303, 31.2210, -31.7378], [28.7004, 38.4603, -21.9795], [32.0940, 37.4626, -30.0635], [38.0529, 29.4748, -31.2240], [31.1911, 43.8721, -27.5704], [37.4785, 37.2140, -30.5266], [29.0199, 33.6491, -21.7865], [32.9453, 24.4214, -25.8694], [30.3823, 25.2242, -25.0770], [31.1747, 28.7598, -24.7513], [37.6155, 32.5400, -31.5438], [39.1382, 30.6222, -30.4939], [32.8048, 37.9786, -18.5789], [31.3180, 25.5789, -28.3972], [32.4029, 41.5140, -19.6826], [33.2719, 41.9281, -19.1711], [39.4170, 35.9264, -19.1104], [33.2150, 33.8597, -22.7949]],
  "atomic_forces_ev_per_a": [[-0.1897, -0.1795, -0.0774], [-0.7445, -0.1162, 0.0624], [0.1135, 0.1596, -0.0767], [0.2826, -0.4154, 0.8397], [-0.1420, 0.0187, -0.2572], [1.3103, -0.4778, 1.7986], [0.0196, -0.7673, -0.1150], [0.0615, 0.1056, -0.0883], [0.2541, -0.1667, -0.7463], [-0.0915, 0.2431, 0.4550], [-0.5587, 1.0059, -0.4397], [-0.3635, -0.7058, -0.3447], [-0.2132, 0.9948, -2.1074], [1.3859, -0.8334, 0.4922], [-0.8968, -0.5294, -1.1897], [0.0733, -0.2272, 0.1628], [-0.1670, -0.3396, -0.5697], [0.9415, -0.0689, 0.6131], [-0.0983, 0.3837, -0.2215], [0.4016, -0.1609, 0.5393], [0.4282, 0.6068, -0.7015], [0.2589, 0.2040, -0.3550], [0.0271, -0.6315, 0.6509], [-0.0546, -0.4572, 0.0017], [-0.2668, 0.1184, 0.0751], [-0.0763, -0.0689, -0.3916], [-0.5719, 0.3672, -0.0350], [-0.3938, -0.1962, 0.1777], [0.1165, -0.2363, 0.9891], [-0.0806, -0.2146, 0.3677], [0.3760, -0.0731, -0.2000], [-0.1812, -0.1855, -0.0279], [0.2301, 0.6041, -0.2154], [-0.4072, -0.4926, 0.8317], [-0.2647, 0.0353, 0.0782], [-0.0612, -0.0821, -0.0001], [-1.1039, 0.0145, -0.0677], [-1.7664, 1.0600, -0.8408], [0.1052, 0.6138, -0.2072], [-0.1913, -0.0951, -0.0077], [0.0944, -0.3472, -0.1026], [0.4053, -0.3592, -0.2659], [-0.2328, 0.2118, -0.2880], [-0.2601, 0.2024, -0.3003], [0.6142, 0.7993, 0.6590], [0.5214, 0.0366, 0.6474], [-0.5490, -0.4099, -0.1324], [-0.0220, 0.2932, -0.0631], [0.9632, 0.6261, -0.5021], [0.1361, -0.2891, 0.5985], [-0.3946, 0.5497, 0.1645], [-0.1126, -0.0584, 0.2484], [-0.0310, -0.2683, 0.5175], [0.3245, -0.3729, 0.3222], [-0.1866, -0.1948, 0.3007], [-0.6484, -0.2787, 0.2298], [-0.1202, 0.2736, 0.0949], [0.3435, -0.0757, 0.3524], [2.0176, 0.5001, 1.4050], [0.2932, 0.2376, -0.2522], [-0.3104, 0.4968, 0.6025], [-0.7921, -0.2068, -0.1041], [-0.0385, -0.4721, -0.8557], [-0.1776, -0.1731, 0.0237], [0.0386, -0.0428, -0.1003], [0.2491, 0.4092, -0.1218], [-0.4568, -0.7087, 1.3007], [-1.7720, 0.2722, -0.9007], [-0.1895, 0.1671, -0.1779], [0.0323, -0.0324, 0.0143], [-0.9866, 0.1315, 0.0939], [-0.2283, 0.8859, -0.1798], [0.2947, -0.3981, -0.2128], [0.0187, 0.2144, -0.3453], [0.0916, -0.2864, 0.4205], [-0.1708, 0.1316, 0.2490], [0.2943, -0.1226, -0.1696], [-0.2911, -0.6649, 0.7385], [-0.2796, -0.7666, 0.2672], [1.9754, 0.4300, 0.7406], [-0.3851, 0.7513, 0.1046], [-0.4550, 0.0975, 0.0993], [0.1265, -0.3060, -0.0338], [1.0547, 0.9243, 0.1044], [-0.7279, -0.0650, -0.3256], [0.3031, -0.4741, 0.0890], [-1.1385, 1.1298, 0.2706], [0.0812, -0.5201, -0.4831], [0.2083, 0.5768, 1.9483], [1.0112, -0.3300, 0.0562], [0.7454, 0.2850, -0.5376], [0.1389, -0.6229, -0.1542], [-0.0191, -0.1775, -0.1576], [-2.6598, -0.3044, -1.1543], [0.3468, -0.5084, 0.1883], [-0.5327, 0.8268, -1.1185], [0.7877, 0.0768, -0.7969], [0.0962, -0.2625, 0.0627], [-1.7933, 0.3208, 1.0719], [0.4104, 0.0860, 0.0611], [0.2501, 0.2506, -0.0650], [0.4068, 0.0985, -0.0967], [-0.0299, -0.2040, -0.3603], [-0.1915, 0.3342, 0.3732], [2.1854, -0.6550, 1.6679], [-0.6095, -0.0095, -0.3325], [0.3095, -0.1472, -0.6352], [-0.0917, -0.4850, -0.3223], [0.7609, 1.1789, 0.0189], [0.4030, 0.0682, 0.0940], [-0.0998, 0.1760, 0.0742], [0.0593, 0.2777, 0.4227], [0.6837, -0.7047, -0.5697], [0.2217, -1.2724, 0.0551], [0.7136, -1.5175, -1.0859], [-0.1540, 0.3246, -0.1653], [-0.3151, 0.1992, 0.4047], [-0.2301, -0.1031, 0.1068], [0.8169, -0.3204, -0.4938], [0.3982, 0.1994, 0.0374], [0.1794, -0.6189, 0.3174], [0.0016, 0.4982, -0.1946], [0.0883, -0.5417, 0.6061], [-0.0423, 0.1963, -0.2650], [-0.1600, 0.1196, -0.0948], [-0.4444, 1.8766, -1.0734], [-0.3819, -0.1620, 0.8867], [-0.0957, -0.1738, -0.0692], [0.2149, 0.2387, 0.2405], [-1.4886, 0.9773, -1.3190], [-0.0519, -0.1742, 0.1091], [-0.0274, 0.2393, 0.4245], [0.0644, 0.6361, -0.0745], [0.5850, -0.2307, 0.1432], [-0.5640, -0.6156, 0.1389], [-0.1335, 0.0364, -0.1755], [0.0648, -0.1250, 0.0999], [-0.3288, 0.1569, 0.3678], [-0.0155, 0.4002, -0.1857], [-0.7565, -0.8986, 0.0220], [0.4050, -0.7492, -0.4021], [0.1462, 0.2836, 0.2910], [0.4205, -0.2579, -0.5371], [0.2694, 0.0394, -0.2438], [0.3269, -0.5517, 0.7972], [-0.0203, 0.2853, 0.5563], [0.4220, 0.8715, -2.5731], [0.0215, 0.2483, 0.3537], [-0.6245, -0.2312, 0.3241], [0.8807, -0.1203, -0.6627]],
  "mulliken_charge": [0.286, 0.218, 0.330, -0.663, -1.299, 0.747, 0.330, 0.276, -0.546, 0.485, 0.445, -0.587, -0.753, -1.201, -0.529, 0.446, 0.354, 0.018, 0.355, 1.034, 0.301, 0.267, 0.339, 0.387, 0.297, 0.241, 0.350, 0.281, -1.051, 0.249, 0.329, 0.431, -0.305, 0.183, 0.428, 0.401, -0.534, 0.556, -1.100, 0.408, 0.329, 0.386, 0.386, 0.442, -0.256, 0.368, 0.536, 0.380, -0.065, 0.449, -1.275, -0.473, -0.212, 0.410, 0.388, 0.382, 0.280, 0.233, -0.704, -1.118, 0.413, -1.067, -0.788, 0.378, 0.279, 0.404, -1.187, -0.540, 0.414, 0.420, 0.362, -0.215, 0.326, 0.209, 0.260, 0.464, -1.284, -0.586, 0.332, 0.140, -0.467, 0.392, 0.339, -0.374, 0.263, 0.313, -0.462, 0.311, -0.346, 0.083, 0.345, 0.325, 0.267, 1.066, -0.852, -0.755, -1.405, 0.435, -0.875, 0.411, 0.477, 0.521, 0.426, 0.310, -0.333, 0.334, 0.293, 0.335, -0.410, 0.415, 0.283, -0.207, -0.435, 0.009, -1.186, -0.582, 0.377, 0.414, -0.636, 0.405, 0.417, 0.185, -0.641, 0.222, 0.304, -0.756, -0.562, 0.376, 0.385, -0.742, 0.315, 0.417, 0.228, 1.044, 0.387, 0.266, 0.406, 0.350, -0.629, 0.360, -0.597, 0.297, 0.468, 0.383, -1.186, 0.297, -0.452, 0.347, -0.312, -0.200]
}